# 1
The following is a DFT calculation (ωB97M-V with the def2-TZVPD basis set) of a structure of composition AsCsF6 in a non-equilibrium geometry.

Total charge: 0
HOMO level (eV): -12.3
HOMO-LUMO gap (eV): 11.72
Calculated total energy (eV): -77690.985
Relative energy (zero: lowest compared OMol25 entry of this formula, charge and spin) (kcal/mol): 117.2

```
8
Properties=species:S:1:pos:R:3:mulliken_charge:R:1
Cs 0.2209 2.4318 -0.8964 0.82
As -0.0321 -0.3294 0.1150 2.02
F 0.5639 -1.3995 1.4405 -0.47
F -0.6590 -1.8147 -0.6947 -0.47
F -0.5863 0.7181 -1.1992 -0.48
F 0.5501 1.1288 0.9892 -0.50
F 1.4826 -0.4431 -0.7814 -0.44
F -1.5401 -0.2921 1.0270 -0.47
```

# 2
The following is a DFT calculation (ωB97M-V with the def2-TZVPD basis set) of a structure of composition AsCsF6 in a non-equilibrium geometry.

Total charge: 0
HOMO level (eV): -12.3
HOMO-LUMO gap (eV): 11.23
Calculated total energy (eV): -77695.975
Relative energy (zero: lowest compared OMol25 entry of this formula, charge and spin) (kcal/mol): 2.1

```
8
Properties=species:S:1:pos:R:3:mulliken_charge:R:1
Cs -2.3027 1.3887 1.9879 1.02
As 0.3401 -0.1980 -0.2962 1.93
F -1.2724 -0.6527 0.2385 -0.53
F 0.6552 -1.8642 -0.7048 -0.48
F 1.9485 0.2369 -0.7715 -0.47
F -0.0373 1.4760 0.1179 -0.53
F 0.8981 -0.4668 1.3337 -0.47
F -0.2295 0.0802 -1.9056 -0.46
```

# 3
The following is a DFT calculation (ωB97M-V with the def2-TZVPD basis set) of a structure of composition AsCuF11OTe.

Multiplicity: 2
Total charge: 0
HOMO level (alpha / beta) (eV): -13.6 / -13.5
HOMO-LUMO gap (alpha / beta) (eV): 11.36 / 9.26
Calculated total energy (eV): -144712.964

```
15
Properties=species:S:1:pos:R:3:mulliken_spin:R:1
Cu -0.9013 0.3222 -1.0981 0.86
F -2.2975 -0.1990 0.0218 0.03
As -1.7271 0.5175 1.7291 -0.01
F -1.1395 1.2366 3.1362 0.00
F -1.7094 -1.0841 2.2856 0.00
F -3.3722 0.7178 2.0816 0.00
F -0.1104 0.2687 1.0575 0.00
F -1.7123 1.9807 0.7848 0.00
F 2.6251 -1.8129 -0.4394 0.00
Te 1.8898 -0.4658 -1.4377 -0.01
F 1.8157 -1.6512 -2.8532 0.00
F 2.4259 0.5748 -0.0113 0.00
F 0.1931 -1.3899 -0.9573 0.03
F 3.3586 0.1820 -2.3278 0.00
O 0.6616 0.8026 -1.9719 0.10
```

# 4
The following is a DFT calculation (ωB97M-V with the def2-TZVPD basis set) of a structure of composition AsF6H26O13 in a non-equilibrium geometry.

Multiplicity: 2
Total charge: 0
HOMO level (alpha / beta) (eV): -10.8 / -10.8
HOMO-LUMO gap (alpha / beta) (eV): 9.43 / 2.47
Calculated total energy (eV): -104181.578
Relative energy (zero: lowest compared OMol25 entry of this formula, charge and spin) (kcal/mol): 24.2

```
46
Properties=species:S:1:pos:R:3:mulliken_spin:R:1
As -0.1732 -0.2816 0.4231 0.00
F 1.4440 -1.1527 0.3952 0.00
F 0.0995 0.2060 -1.2838 0.00
F -1.7732 0.7266 0.3209 0.00
F -0.4359 -0.6550 2.1587 0.00
F 0.5903 1.2328 1.0010 0.00
F -0.9709 -1.8080 -0.1318 0.00
O -3.7351 -1.6365 2.1923 0.00
H -3.3336 -2.1775 1.5123 0.00
H -3.6626 -2.1607 2.9900 0.00
O -2.1577 -4.6726 -1.3596 0.00
H -2.9124 -4.0981 -1.4885 0.00
H -1.4317 -4.0770 -1.1741 0.00
O 2.7941 -1.2775 -2.6084 0.04
H 2.7441 -1.0139 -1.6896 0.00
H 2.2017 -0.6783 -3.0626 0.00
O -0.2383 -1.4848 4.4367 0.00
H -1.1370 -1.3410 4.7331 0.00
H -0.2659 -1.3143 3.4952 0.00
O -2.8768 1.8634 -2.5546 0.03
H -2.2484 1.2202 -2.2266 0.00
H -2.8465 2.5758 -1.9159 0.00
O 3.0041 2.1060 -0.1732 0.00
H 2.4577 2.1184 0.6127 0.00
H 3.3231 3.0045 -0.2579 0.00
O -0.4735 0.5888 -4.0818 0.11
H -0.7186 0.1317 -3.2773 -0.01
H -1.2811 0.6223 -4.5945 0.00
O -3.5228 1.5138 2.5924 0.00
H -3.5012 0.5872 2.3534 0.00
H -3.7817 1.9632 1.7879 0.00
O -0.2972 3.7855 0.5646 0.10
H 0.3829 3.1173 0.4800 0.00
H -0.4407 3.8639 1.5077 0.00
O 1.4778 2.3903 -2.4472 0.75
H 1.0502 1.5346 -2.4153 -0.01
H 1.9489 2.4544 -1.6165 -0.02
O 0.7840 -3.4618 -1.8292 0.02
H 0.8765 -3.5231 -0.8785 0.00
H 1.6200 -3.1050 -2.1292 0.00
O 3.6726 -2.7939 0.1066 0.00
H 3.0387 -2.4823 0.7526 0.00
H 4.2790 -2.0621 -0.0070 0.00
O 2.0594 3.5317 2.7128 0.00
H 1.4546 3.0022 3.2325 0.00
H 2.9126 3.1173 2.8414 0.00
```

Among the records above, which one has the lowest calculated total energy?
AsCuF11OTe